Density functional theory data (ωB97M-V with the def2-TZVPD basis set) for C8H24Cl2DyNOP2 as an isolated structure at a distorted geometry.

As for the HOMO-LUMO gap (spin up / spin down): 7.7 / 7.7 eV. For the energy, the calculation gives -2936.89640 Eh. As for the LUMO energy (spin up / spin down): -0.3057 / -0.3060 Eh. As for the energy above the lowest of the compared OMol25 structures with the same formula, charge and spin: 15.3 kcal per mole. The spin multiplicity is 6. Its net charge is +2.

```
39
Properties=species:S:1:pos:R:3:forces:R:3
C 0.293422 4.000122 -1.792929 -0.257 0.066 -0.399
C 0.236909 2.666547 -1.216286 -0.321 -1.209 2.088
H 0.043726 4.706354 -1.000100 0.130 0.012 0.070
H -0.420721 4.085175 -2.616767 0.107 -0.086 -0.017
H 1.295451 4.186067 -2.192819 0.030 -0.070 -0.009
O 0.182157 2.241607 -0.079896 0.248 1.278 -3.644
Cl 0.186726 1.110945 -2.785007 0.151 2.554 0.393
Dy 0.163231 -0.056841 -0.547516 0.556 -3.445 1.810
P -2.628427 -0.449745 -0.595535 -1.405 -0.174 -0.563
C -3.932425 -0.517927 0.681859 0.257 0.258 0.562
C -3.303579 0.838124 -1.692811 -0.009 0.278 -0.151
H -4.294693 0.513919 -2.035529 0.217 0.230 0.012
H -3.923315 -1.829273 -2.121790 0.206 -0.070 0.187
H -2.650485 1.011017 -2.556395 -0.265 -0.111 0.101
H -2.174063 -2.223501 -2.207842 -0.286 -0.023 0.046
H -3.847414 0.357955 1.337520 -0.124 -0.206 -0.079
H -3.400839 1.782064 -1.141734 -0.063 -0.150 -0.101
C -3.007132 -1.978903 -1.535985 0.470 -0.122 -0.138
H -4.929487 -0.514571 0.219957 0.342 -0.057 -0.007
H -3.149560 -2.821119 -0.847195 0.044 0.185 -0.153
H -3.830600 -1.419886 1.297974 -0.040 0.188 -0.127
P 2.497419 -0.324842 1.216012 1.524 -0.157 0.522
C 2.755719 -0.347181 3.038028 -0.634 0.302 0.224
C 3.473469 -1.826353 0.781187 -0.378 -0.113 -0.486
H 3.658271 1.138416 -0.347285 0.170 -0.022 0.224
H 4.687235 0.724366 1.064281 -0.329 0.174 -0.133
H 3.372068 1.940137 1.219977 0.148 -0.175 -0.099
C 3.670791 0.996923 0.743032 -0.117 0.251 -0.194
H 3.249416 -2.109673 -0.256110 0.264 -0.021 0.293
H 4.547840 -1.619120 0.891352 -0.367 -0.069 0.043
H 3.825301 -0.285797 3.294096 -0.341 -0.074 -0.293
H 2.343204 -1.267241 3.475264 0.115 0.239 -0.105
H 3.191068 -2.661276 1.436315 0.075 0.206 -0.166
H 2.239392 0.510798 3.491405 0.185 -0.240 0.004
Cl 1.010495 -1.956719 -1.924565 -0.228 0.411 0.322
N -0.319633 -1.905401 1.161455 -0.067 -0.157 0.084
H 0.155977 -1.853530 2.065919 -0.170 -0.018 -0.226
H 0.034461 -2.751787 0.703274 -0.075 0.179 0.087
H -1.301375 -2.089849 1.375186 0.242 -0.043 0.021
```
Forces are in eV/Å.

---

Density functional theory data (ωB97M-V with the def2-TZVPD basis set) for a 5-piece molecular cluster, C8H24ClO8 overall at a distorted geometry.

As for the HOMO-LUMO gap (spin up / spin down): 10.5 / 3.9 eV. For the energy, the calculation gives -1381.10271 Eh. As for the LUMO energy (spin up / spin down): 0.0127 / -0.2258 Eh. As for the energy above the lowest of the compared OMol25 structures with the same formula, charge and spin: 8.6 kcal per mole. The spin multiplicity is 2. Its net charge is 0.

```
41
Properties=species:S:1:pos:R:3:forces:R:3
Cl 13.308920 6.538560 -15.916510 0.450 -0.284 -0.010
C 16.395570 4.025240 -16.116370 0.683 -0.882 -1.850
C 16.013960 4.755460 -17.436790 -1.793 1.432 0.862
O 16.787130 4.507910 -18.507430 2.580 -0.633 -1.290
O 15.859650 4.503790 -14.977470 -0.656 1.380 1.110
H 17.479530 4.075070 -16.013170 0.074 -0.269 -0.210
H 16.031020 3.007560 -16.256150 0.364 -0.593 -0.164
H 16.026750 5.830140 -17.255120 0.313 0.271 0.268
H 15.024260 4.569940 -17.854120 -1.079 -0.471 1.282
H 16.836070 3.555730 -18.619520 0.053 -0.174 -0.390
H 15.028180 4.934720 -15.188540 -0.762 -0.033 0.420
C 12.498030 2.657640 -13.942250 2.190 1.195 -0.258
C 12.948140 2.319980 -15.374910 -1.246 1.920 0.403
O 12.260300 3.255170 -16.307880 0.749 -1.990 0.123
O 13.067570 3.966560 -13.432990 -0.872 -2.061 -1.023
H 13.020240 1.902990 -13.354110 -0.637 0.068 0.602
H 11.409200 2.676490 -13.895460 0.129 -0.192 0.289
H 12.678920 1.277270 -15.543360 -0.680 0.243 -0.591
H 14.033260 2.309530 -15.477350 0.103 0.607 -0.012
H 12.338740 4.174700 -16.043470 0.357 -0.076 0.331
H 12.754440 4.627500 -14.054860 -0.142 0.344 0.115
C 10.369790 7.155660 -18.253980 0.801 0.866 -2.190
C 11.467220 6.756430 -19.394430 -0.151 1.197 2.182
O 12.051540 7.874990 -20.117870 -1.020 -1.373 0.546
O 10.838320 8.019340 -17.174060 -0.357 -1.582 -1.561
H 9.922900 6.203910 -17.966640 0.056 0.027 0.659
H 9.611640 7.731540 -18.784700 -0.112 0.053 0.197
H 11.046080 5.969990 -20.020740 -0.138 0.579 -0.470
H 12.257630 6.263630 -18.828310 0.331 -0.190 -0.015
H 12.627260 8.289500 -19.471080 0.049 0.273 -0.047
H 11.549460 7.478510 -16.822780 0.348 0.242 0.569
C 14.146960 8.925950 -12.635180 -0.569 -0.221 -0.162
C 15.145490 7.822640 -12.264140 -0.580 0.558 -1.517
O 15.830040 7.379900 -13.459170 0.563 0.076 0.637
O 12.882230 8.468840 -13.163990 0.728 -0.033 0.393
H 14.642550 9.533150 -13.392680 0.110 0.249 -0.001
H 13.876230 9.575400 -11.802710 0.137 -0.187 0.142
H 14.657080 6.967290 -11.797290 0.054 0.120 0.327
H 15.901280 8.308290 -11.646870 0.095 -0.443 0.138
H 15.259310 7.249320 -14.219980 -0.386 0.046 0.292
H 13.084430 7.974490 -13.961700 -0.137 -0.058 -0.126
```
Forces are in eV/Å.

---

Density functional theory data (ωB97M-V with the def2-TZVPD basis set) for C8H24CrN4OS as an isolated structure.

As for the HOMO-LUMO gap (spin up / spin down): 8.9 / 10.1 eV. For the energy, the calculation gives -2055.18658 Eh. As for the LUMO energy (spin up / spin down): -0.4320 / -0.3973 Eh. As for the energy above the lowest of the compared OMol25 structures with the same formula, charge and spin: 0.0 kcal per mole. The spin multiplicity is 4. Its net charge is +3.

```
39
Properties=species:S:1:pos:R:3:forces:R:3
Cr 0.110980 0.109075 -0.000653 0.046 -0.069 -0.109
N -0.826929 1.448147 1.213742 -0.091 0.114 0.076
C -0.428089 2.826414 0.775288 0.030 0.018 -0.051
C -0.495284 2.879093 -0.742941 -0.002 0.072 0.044
N 0.070599 1.632818 -1.374665 -0.062 0.135 0.038
C -0.789522 1.196209 -2.521651 -0.063 -0.047 -0.050
C -2.037818 0.523950 -1.987213 0.005 0.060 -0.035
N -1.606586 -0.536503 -1.015733 -0.031 -0.053 -0.006
C 1.488109 1.818884 -1.818338 0.097 0.000 0.001
C 2.394476 1.950324 -0.610655 -0.018 0.035 -0.060
N 2.063568 0.832495 0.336333 0.036 -0.031 0.028
H -1.844748 1.368314 1.167266 0.013 -0.028 0.008
H -0.606270 1.334033 2.205339 -0.003 -0.025 -0.007
H 0.571086 3.015701 1.159221 -0.009 -0.001 0.001
H -1.087976 3.575675 1.213229 -0.003 -0.016 0.002
H 0.027478 3.759759 -1.120348 0.005 -0.021 -0.018
H -1.533056 2.975230 -1.058901 0.003 -0.013 0.005
H -0.213683 0.491839 -3.126193 0.008 0.006 0.009
H -1.034045 2.046900 -3.161321 0.006 -0.004 0.002
H -2.623966 0.094779 -2.799517 0.004 0.001 0.008
H -2.687562 1.221010 -1.458622 0.003 -0.005 0.000
H -1.368704 -1.379680 -1.542871 -0.015 -0.002 0.010
H -2.404159 -0.819884 -0.445372 0.008 -0.016 -0.003
H 1.568878 2.684843 -2.479331 0.000 -0.010 0.001
H 1.767067 0.937376 -2.402307 -0.007 0.004 0.001
H 2.254605 2.900588 -0.100209 0.002 -0.013 0.006
H 3.440398 1.904504 -0.911765 -0.009 0.005 -0.006
H 2.304082 1.107794 1.288639 -0.016 -0.025 0.007
H 2.680730 0.039971 0.149512 0.003 0.007 0.006
C 1.718769 -4.012445 0.113876 -0.052 0.039 -0.032
S 0.266403 -3.139521 0.668092 0.078 -0.028 0.063
C 0.357268 -3.420744 2.423977 -0.016 -0.075 -0.027
O 0.685021 -1.612765 0.513182 0.092 -0.088 0.083
H 2.592046 -3.694070 0.680379 -0.013 0.025 0.019
H 1.835028 -3.833342 -0.953647 -0.001 0.007 0.006
H 1.522750 -5.075397 0.272101 -0.034 -0.002 0.021
H 0.203225 -4.493965 2.563895 0.000 0.001 0.002
H -0.456454 -2.886133 2.909470 -0.006 0.023 -0.024
H 1.332688 -3.122476 2.804011 0.011 0.021 -0.019
```
Forces are in eV/Å.

---

Density functional theory data (ωB97M-V with the def2-TZVPD basis set) for a 3-piece molecular cluster, C8H24FNO2P overall at a distorted geometry.

As for the HOMO-LUMO gap: 7.8 eV. For the energy, the calculation gives -965.36282 Eh. As for the LUMO energy: -0.1788 Eh. Its net charge is +1.

```
37
Properties=species:S:1:pos:R:3:forces:R:3
C 1.234329 0.873053 -0.565304 -0.317 -0.062 -1.126
C 0.786821 -0.653950 -0.439260 -0.686 1.185 -1.900
N 0.607981 -1.150682 0.964191 2.305 1.296 1.526
P 1.891813 -0.702343 2.021652 -2.042 1.240 0.106
F 1.541693 0.641235 2.978634 1.051 -3.432 -2.256
H 1.297996 1.086976 -1.689669 -0.014 -0.264 1.561
H 2.271456 1.095560 -0.158480 -1.309 -0.231 -0.321
H 0.447659 1.607777 -0.178210 1.186 -1.155 -0.240
H 1.449712 -1.331009 -1.081289 -0.719 0.783 1.373
H -0.246388 -0.716326 -0.930001 1.415 -0.050 0.803
H -0.321895 -0.936553 1.345918 0.413 -0.336 -0.050
H 3.044690 -0.410994 1.223615 -0.770 -0.035 0.550
H 2.250705 -1.816120 2.860094 -0.533 1.066 -0.110
C -2.421143 -4.687638 -0.980009 -0.105 -0.156 -0.246
C -1.104948 -5.270275 -0.490561 -0.300 0.586 0.302
C -0.983548 -5.169672 1.021881 0.173 -0.263 0.140
O -0.019472 -4.572849 -1.101956 0.330 -0.140 -0.167
H -2.496877 -3.625233 -0.723872 0.010 -0.043 0.138
H -2.489959 -4.756478 -2.068151 0.003 -0.069 0.096
H -3.272853 -5.212925 -0.542158 0.025 0.079 -0.029
H -1.030326 -6.316522 -0.795966 0.182 0.142 -0.084
H -1.010055 -4.123258 1.346405 -0.152 0.023 -0.078
H -0.028786 -5.581782 1.358531 -0.093 -0.056 -0.049
H -1.791951 -5.709320 1.520097 0.054 0.075 0.014
H -0.076395 -3.646819 -0.838307 -0.121 -0.142 -0.009
C -0.461959 4.395375 0.653986 0.099 -0.188 0.148
C 0.348865 4.696970 -0.597900 -0.587 0.536 0.102
C 0.674398 6.178315 -0.701971 0.277 0.077 -0.091
O -0.387389 4.288582 -1.749291 0.194 -0.386 -0.067
H -1.415837 4.930683 0.638997 0.109 0.069 -0.001
H -0.699020 3.329087 0.711533 0.019 0.043 0.020
H 0.083714 4.681050 1.556563 -0.075 0.004 -0.020
H 1.276582 4.117273 -0.584294 -0.085 -0.047 -0.190
H -0.240818 6.774990 -0.763116 -0.004 -0.088 0.127
H 1.246314 6.382268 -1.610164 0.004 -0.066 0.099
H 1.254352 6.517155 0.159747 -0.054 0.029 -0.050
H -1.209459 4.794402 -1.771911 0.116 -0.024 -0.020
```
Forces are in eV/Å.

---

Density functional theory data (ωB97M-V with the def2-TZVPD basis set) for C8H24INOP2Si2 as an isolated structure at a distorted geometry.

As for the HOMO-LUMO gap: 8.6 eV. For the energy, the calculation gives -2008.66410 Eh. As for the LUMO energy: 0.0179 Eh. Its net charge is 0.

```
39
Properties=species:S:1:pos:R:3:forces:R:3
C 4.715430 0.301072 2.026101 0.030 -0.191 -0.357
C 4.288760 -0.948157 1.246052 0.108 0.076 -0.135
C 3.433720 -0.699535 -0.007880 -0.139 0.244 0.534
C 2.413798 0.432269 0.165474 -0.007 -0.148 0.020
Si 1.109901 0.594689 -1.156501 0.285 0.082 0.108
I 1.661789 -0.824339 -3.085085 -0.201 0.129 0.152
O -0.376336 0.275700 -0.543484 -0.116 -0.267 -0.337
Si -1.566767 -0.670160 -1.242932 -0.086 -0.183 0.493
P -3.467085 -0.389311 -0.103105 -0.800 0.674 -0.457
C -3.069028 0.407708 1.516638 -0.011 -0.134 0.098
C -3.486654 1.886852 1.537533 -0.146 -0.195 0.065
C -4.109957 -2.086362 0.241778 0.863 -0.058 -0.256
C -4.153740 -2.883132 -1.064979 -0.222 -0.126 0.248
P 1.222602 2.679454 -2.032065 0.701 -0.294 -0.675
N 2.476153 2.717751 -2.992022 -0.001 0.013 0.282
H 4.733470 1.174134 1.378043 0.025 0.140 -0.012
H 5.726004 0.179794 2.402746 0.054 -0.011 0.256
H 4.044594 0.498844 2.855251 -0.047 0.159 0.118
H 5.187152 -1.470395 0.923206 0.043 -0.184 -0.025
H 3.756021 -1.635992 1.900262 -0.036 -0.024 0.158
H 4.084037 -0.487434 -0.851430 -0.045 -0.034 -0.227
H 2.869834 -1.609023 -0.201478 0.171 -0.197 -0.335
H 1.886080 0.269443 1.108350 -0.201 0.099 0.053
H 2.908419 1.399026 0.251815 0.091 0.104 0.002
H -1.795704 -0.197844 -2.619657 0.058 -0.068 -0.075
H -1.133607 -2.085590 -1.224380 0.095 0.014 -0.124
H -3.665871 -0.139078 2.245336 0.049 -0.125 0.124
H -2.030299 0.285060 1.808750 0.152 -0.040 -0.040
H -4.432746 1.994525 2.062525 -0.105 0.064 0.034
H -2.758547 2.506320 2.051421 0.125 0.100 -0.006
H -3.653650 2.265602 0.533686 0.161 0.159 -0.111
H -5.101554 -1.981364 0.667570 -0.093 0.038 0.167
H -3.444387 -2.596193 0.935507 -0.197 -0.142 0.290
H -3.184548 -3.323364 -1.277227 0.135 0.064 -0.156
H -4.857133 -3.707956 -0.979324 -0.090 -0.083 -0.039
H -4.467190 -2.266226 -1.905108 -0.021 0.045 -0.119
H -0.009330 2.915920 -2.682459 -0.198 0.187 0.295
H 1.281133 3.595295 -0.963946 -0.471 0.021 0.174
H 3.134999 3.438949 -2.730935 0.086 0.090 -0.189
```
Forces are in eV/Å.

---

Density functional theory data (ωB97M-V with the def2-TZVPD basis set) for C8H24LiO4S4 as an isolated structure at a distorted geometry.

As for the HOMO-LUMO gap: 9.8 eV. For the energy, the calculation gives -2220.01843 Eh. As for the LUMO energy: -0.0736 Eh. As for the energy above the lowest of the compared OMol25 structures with the same formula, charge and spin: 60.4 kcal per mole. Its net charge is +1.

```
41
Properties=species:S:1:pos:R:3:forces:R:3
Li 22.586000 19.442000 29.764000 -0.061 0.125 -0.287
C 25.643000 22.895000 30.110000 -4.058 0.934 -5.880
S 24.707000 21.818000 28.956000 0.213 0.483 0.391
O 23.678000 21.108000 29.783000 0.323 0.081 0.398
C 23.746000 23.087000 28.185000 0.090 0.964 2.366
H 25.065000 22.917000 30.876000 -4.212 0.351 5.036
H 25.786000 23.862000 29.802000 0.673 2.139 -1.228
H 26.392000 22.426000 30.402000 7.311 -3.976 2.080
H 23.357000 23.834000 28.920000 -0.814 -1.471 0.132
H 23.086000 22.527000 27.591000 -1.213 0.012 -0.925
H 24.318000 23.824000 27.740000 1.727 0.723 -2.219
C 19.918000 22.379000 28.797000 6.247 -2.890 -4.202
S 19.625000 20.718000 28.581000 -1.043 -2.098 0.564
O 20.785000 20.005000 29.192000 -0.244 -0.096 0.249
C 18.166000 20.567000 29.705000 7.579 5.442 3.626
H 19.140000 22.831000 28.500000 -6.013 3.386 -3.561
H 20.801000 22.547000 28.034000 -1.596 0.326 2.030
H 19.911000 22.778000 29.687000 1.531 1.378 5.411
H 18.496000 20.977000 30.840000 -0.914 -0.422 -3.152
H 17.999000 19.674000 29.943000 -1.089 -7.851 1.231
H 17.349000 20.958000 29.361000 -4.527 2.848 -2.127
C 21.583000 21.380000 32.414000 -0.754 -0.681 0.025
S 22.503000 19.862000 32.883000 -1.192 -0.751 -0.380
O 22.588000 19.065000 31.603000 0.021 0.075 0.447
C 24.139000 20.500000 33.142000 -4.050 -1.659 5.802
H 20.436000 21.132000 32.284000 2.455 0.458 0.720
H 21.980000 21.609000 31.415000 -0.036 0.336 0.362
H 21.850000 22.116000 33.207000 -0.665 -0.218 -0.747
H 24.760000 19.739000 33.163000 2.949 -3.964 -0.793
H 24.280000 20.856000 34.158000 -0.620 0.527 0.265
H 24.300000 21.176000 32.518000 1.858 5.714 -5.605
C 23.519000 17.010000 26.051000 -2.663 1.730 0.496
S 23.385000 18.742000 26.590000 -0.551 0.072 2.467
O 23.335000 18.709000 28.168000 0.234 -0.352 -3.113
C 25.061000 19.229000 26.264000 0.179 -0.991 -3.743
H 23.766000 16.931000 25.070000 1.821 0.628 -3.149
H 22.506000 16.596000 25.831000 0.528 -0.252 2.041
H 24.309000 16.706000 26.653000 0.642 -1.884 1.364
H 25.435000 18.837000 25.208000 -1.096 1.195 1.929
H 25.708000 18.780000 26.921000 1.290 -1.487 1.968
H 25.221000 20.266000 26.408000 -0.263 1.118 -0.291
```
Forces are in eV/Å.